Molecular formula: C11H26INO4SSi
Method: DFT, wB97M-V/def2-TZVPD

The geometry in XYZ format:
```
45
Properties=species:S:1:pos:R:3:forces:R:3:mulliken_charge:R:1
O 1.91770 3.19136 -4.76436 -0.1 2.4 0.2 -0.40
C 2.04140 2.04508 -4.86625 -1.0 -1.9 -0.1 0.20
I 4.09957 1.32094 -5.08030 -0.1 -0.4 0.1 -0.02
C 0.86197 1.07628 -4.81495 0.9 -0.5 -1.0 -0.57
Si 0.66865 0.17916 -3.14353 -0.7 0.0 0.4 0.29
C 0.74255 1.31236 -1.63091 0.7 -0.4 0.2 0.41
C 2.02863 2.21117 -1.52487 -0.8 0.2 1.3 -0.43
C 2.71084 2.12878 -0.11106 0.1 0.0 -2.1 -1.02
S 3.35397 0.46003 0.26275 1.8 0.6 3.3 1.14
O 2.43167 -0.22538 1.12217 -1.0 -0.6 -1.7 -0.49
O 4.59621 0.68302 0.95749 0.3 0.4 -1.1 -0.66
O 3.72048 -0.37462 -1.07411 -1.2 0.7 0.2 -0.42
H -0.03810 1.62235 -5.15416 0.4 -0.1 0.5 0.35
H 1.03318 0.27970 -5.57457 0.0 0.3 0.5 0.36
H 1.59672 -0.96460 -3.08806 0.3 0.2 0.0 -0.06
H -0.68802 -0.41812 -3.15633 0.0 0.1 -0.1 -0.18
H 0.73801 0.64125 -0.73982 -0.3 0.2 -0.6 -0.50
H -0.20335 1.88706 -1.58835 0.6 -0.1 0.0 0.42
H 1.68802 3.26266 -1.60886 0.6 -0.5 -0.4 0.39
H 2.82394 1.97287 -2.25416 -0.6 0.3 0.0 0.04
H 2.04463 2.45952 0.70158 0.4 -0.6 -0.2 0.41
H 3.61158 2.77015 -0.17520 -0.4 -0.4 0.4 0.40
H 4.04176 0.20300 -1.79233 0.1 -0.1 0.3 0.34
C -1.96295 0.61063 3.87305 0.1 0.0 0.1 -1.38
C -2.74771 -0.43624 3.09368 0.1 0.1 0.1 -0.37
N -2.23950 -0.64879 1.75017 -0.1 0.0 -0.4 0.23
C -3.15479 -1.38776 0.89439 -0.2 0.0 0.0 -0.61
C -3.48908 -2.83067 1.28159 0.0 -0.1 -0.1 -0.99
C -0.83690 -1.02850 1.65040 0.3 0.2 0.2 -0.44
C -0.37621 -2.27481 2.40839 0.2 -0.1 -0.1 -1.14
H -1.89073 1.54446 3.31214 0.0 -0.1 0.0 0.31
H -2.46775 0.82465 4.81729 0.0 0.0 0.0 0.43
H -0.95410 0.26985 4.11282 0.0 0.0 0.0 0.28
H -3.78015 -0.08083 3.02342 0.0 -0.1 -0.2 0.45
H -2.77728 -1.36857 3.67634 0.0 0.0 0.1 0.29
H -2.77205 -1.37756 -0.13119 0.2 0.0 0.1 0.26
H -4.09451 -0.82599 0.84756 0.0 0.1 0.1 0.43
H -2.65362 -3.50472 1.09634 0.0 0.0 0.1 0.22
H -4.32527 -3.18774 0.67468 0.0 0.0 0.0 0.41
H -3.78689 -2.91967 2.32737 0.0 0.0 0.0 0.27
H -0.23164 -0.18491 1.99414 -0.1 0.0 0.0 0.33
H -0.56824 -1.13868 0.59543 -0.2 0.0 0.0 0.05
H -0.71330 -2.27809 3.44666 0.0 0.0 0.0 0.28
H 0.71555 -2.30661 2.42292 0.0 0.1 0.0 0.41
H -0.71488 -3.19351 1.93060 -0.1 0.0 0.1 0.26
```
Forces are in eV/Å.

HOMO-LUMO gap, eV: 8.03
LUMO, eV: 0.016
Calculated total energy, a.u.: -1775.764307
SMILES: O=C(I)C[SiH2]CCCS(=O)(=O)O.CCN(CC)CC
Largest force on an atom, eV/Å: 3.8